# 1
Density functional theory data (ωB97M-V with the def2-TZVPD basis set) for 2 unconnected molecules or ions with the total composition C3H5Cl.

Structure (XYZ):
```
9
Properties=species:S:1:pos:R:3:forces:R:3
C -1.143268 0.163427 0.864605 1.547 -1.817 -2.432
C -0.528456 -0.816695 0.198392 -1.382 1.128 2.325
C -0.709423 0.476500 -0.589158 -0.944 -2.149 1.634
H -1.793633 0.522220 1.638194 0.181 -0.026 0.200
H -0.300739 -1.899777 0.262149 -0.045 1.096 -0.358
H -1.512805 0.370276 -1.294986 0.155 0.764 -0.808
H 0.181878 1.011603 -0.761591 0.527 1.034 -0.584
Cl 3.512204 -0.104823 -0.309093 -0.868 0.278 0.208
H 2.294239 0.277272 -0.008516 0.830 -0.307 -0.185
```
Positions in Å, forces in eV/Å.

ΔE to the lowest compared entry with this formula, charge and spin	55.7	kcal/mol
E	-577.38436	Ha
HOMO energy	-9.7	eV
molecular weight	76.526	Da
structure (SMILES)	C1=CC1.Cl
gap between HOMO and LUMO	10.75	eV
max |F|	3.407	eV/A
E_LUMO	0.038	Ha

Here are the natural (NBO) charges for atoms 1 to 2, given in e: -0.200, -0.205

---

# 2
Density functional theory data (ωB97M-V with the def2-TZVPD basis set) for 2 unconnected molecules or ions with the total composition C3H5Cl.

Structure (XYZ):
```
9
Properties=species:S:1:pos:R:3:forces:R:3
C 0.882848 -0.313187 -1.099475 -0.831 1.139 -2.168
C -2.162742 -0.305928 0.986511 -0.391 -0.251 -1.684
C 1.135910 0.715811 -0.311248 0.122 -2.463 0.785
Cl -2.256912 0.506695 2.409435 0.355 -0.112 0.784
H 0.447479 -0.234608 -2.122785 0.402 0.577 0.799
H 1.079307 -1.318631 -0.933933 0.435 -1.655 1.140
H 0.955674 1.677520 -0.635212 -0.380 1.992 -0.373
H 1.472640 0.506324 0.701071 0.223 0.395 -0.138
H -1.554204 -1.233996 1.005635 0.065 0.378 0.855
```
Positions in Å, forces in eV/Å.

ΔE to the lowest compared entry with this formula, charge and spin	100.1	kcal/mol
E	-577.31368	Ha
HOMO energy (spin up / spin down)	-8.8 / -8.8	eV
molecular weight	76.526	Da
gap between HOMO and LUMO (spin up / spin down)	8.16 / 8.14	eV
max |F|	2.588	eV/A
E_LUMO (spin up / spin down)	-0.022 / -0.023	Ha

Here are the natural (NBO) charges for atoms 1 to 2, given in e: -0.369, -0.213

---

# 3
Density functional theory data (ωB97M-V with the def2-TZVPD basis set) for 2 unconnected molecules or ions with the total composition C3H5Cl2N.

Structure (XYZ):
```
11
Properties=species:S:1:pos:R:3:forces:R:3
Cl -2.818168 -0.503129 -0.134434 -0.718 -0.339 0.646
C -1.798071 0.414195 -1.243687 1.765 -0.741 1.551
C -0.867371 1.335961 -0.457182 -0.621 -0.966 0.515
Cl -1.845906 2.441571 0.601496 0.676 -0.140 -0.245
H -2.456062 0.776686 -1.969365 -0.396 0.708 -1.399
H -1.064188 -0.357370 -1.469331 -0.323 0.022 -1.520
H -0.365676 0.473809 0.126603 -0.239 2.666 -0.255
H -0.207449 1.973279 -1.105589 -0.515 -0.895 0.763
C 2.581187 -0.534658 0.114168 -0.299 1.439 2.524
N 1.441013 -0.505566 -0.124321 2.438 -0.747 -0.307
H 3.469331 -0.260047 0.833797 -1.768 -1.007 -2.272
```
Positions in Å, forces in eV/Å.

ΔE to the lowest compared entry with this formula, charge and spin	32.6	kcal/mol
E	-1092.38095	Ha
HOMO energy	-10.2	eV
molecular weight	125.986	Da
structure (SMILES)	ClCCCl.C#N
gap between HOMO and LUMO	10.59	eV
max |F|	3.050	eV/A
E_LUMO	0.013	Ha

Here are the natural (NBO) charges for atoms 1 to 2, given in e: -0.066, -0.396

---

# 4
Density functional theory data (ωB97M-V with the def2-TZVPD basis set) for 2 unconnected molecules or ions with the total composition C3H5Cl2NO2.

Structure (XYZ):
```
13
Properties=species:S:1:pos:R:3:forces:R:3
C -0.466394 0.648849 -1.805821 -2.807 -2.358 2.078
C -0.510202 -0.039630 -0.700882 1.074 -0.151 1.910
C -1.481266 -0.580217 1.362353 -1.676 -1.714 -0.492
N 2.156261 0.034691 -0.190781 -3.912 0.650 3.266
O -1.171854 -0.894656 -0.026658 -0.326 0.147 -0.680
O 1.020775 0.144601 0.508827 0.055 -0.758 -3.971
Cl 3.190564 -1.209342 0.472746 1.599 -3.176 0.334
Cl 2.982451 1.604078 -0.172793 1.402 3.350 -1.247
H 0.379868 1.125483 -2.002352 3.326 2.226 -1.262
H -1.382421 0.650763 -2.348731 -0.308 0.186 -0.728
H -1.500789 -1.630985 1.825321 -0.028 2.159 -0.167
H -2.414816 0.008616 1.392690 -0.180 -0.986 -0.104
H -0.802173 0.137747 1.686077 1.780 0.424 1.062
```
Positions in Å, forces in eV/Å.

ΔE to the lowest compared entry with this formula, charge and spin	107.1	kcal/mol
E	-1242.57752	Ha
HOMO energy (spin up / spin down)	-5.7 / -10.1	eV
molecular weight	157.984	Da
spin multiplicity	3
<S²>	2.012
gap between HOMO and LUMO (spin up / spin down)	5.81 / 7.82	eV
max |F|	5.138	eV/A
E_LUMO (spin up / spin down)	0.003 / -0.084	Ha

Here are the natural (NBO) charges for atoms 1 to 2, given in e: -0.538, 0.642

---

> Which formula does entry 1 have?

C3H5Cl